[1]
Molecular formula: C23H24F3NO5S
Method: DFT, ωB97M-V/def2-TZVPD

The geometry in XYZ format:
```
57
Properties=species:S:1:pos:R:3
O -1.006 -0.222 -5.414
C -0.407 -0.238 -6.727
C 1.199 -0.175 -6.729
C 1.849 -0.029 -5.260
C 2.734 -1.159 -4.617
C 3.311 -0.962 -3.166
C 2.969 0.362 -2.422
C 2.114 1.517 -3.079
C 1.547 1.329 -4.514
N 1.851 2.777 -2.348
C 1.297 2.554 -0.994
C -0.021 3.307 -0.576
C -0.603 3.059 0.843
C 0.146 2.097 1.839
C 1.461 1.331 1.450
C 2.011 1.577 0.021
S 3.531 0.733 -0.674
C -0.862 -1.654 -7.397
F -0.083 -2.695 -6.798
F -2.223 -1.981 -7.063
F -0.666 -1.542 -8.797
H -1.813 0.349 -5.409
H -0.873 0.601 -7.373
H 1.704 -1.021 -7.320
H 1.491 0.798 -7.286
H 2.944 -2.138 -5.189
H 3.964 -1.781 -2.683
H 0.908 2.109 -5.051
H 2.793 3.216 -2.240
H -0.475 3.975 -1.377
H -1.584 3.595 1.126
H -0.362 1.974 2.861
H 1.991 0.615 2.180
O 0.035 -0.762 3.079
C 0.669 -1.554 3.731
O 2.018 -1.492 3.904
C 2.455 -2.644 4.637
C 1.230 -3.134 5.373
C 0.109 -2.763 4.425
H 2.838 -3.383 3.927
H 3.257 -2.361 5.321
H 1.268 -4.198 5.612
H 1.115 -2.582 6.311
H -0.074 -3.546 3.685
H -0.807 -2.518 4.962
O -3.435 -1.866 4.866
C -3.655 -0.680 4.845
O -4.325 -0.012 5.824
C -4.503 1.353 5.429
C -3.429 1.613 4.399
C -3.280 0.261 3.734
H -5.511 1.468 5.017
H -4.401 2.004 6.299
H -3.682 2.417 3.706
H -2.493 1.881 4.899
H -3.983 0.134 2.907
H -2.256 0.089 3.401
```

Highest occupied orbital energy (eV): -7.951
M (g mol⁻¹): 483.5
SMILES: O[C@@H](Cc1ccc2c(c1)Nc1ccccc1S2)C(F)(F)F.O=C1CCCO1.O=C1CCCO1
Orbital gap (eV): 8.4

Atom charges from the Löwdin analysis, given in e for atoms 1 to 6: -0.0422, -0.2377, -0.1109, -0.1459, -0.0140, -0.0646



[2]
Molecular formula: C42H116N8O13
Method: DFT, ωB97M-V/def2-TZVPD

The geometry in XYZ format:
```
179
Properties=species:S:1:pos:R:3
C 9.224 16.670 19.149
C 10.628 16.780 18.606
O 11.536 17.206 19.668
H 8.476 16.609 18.355
H 8.990 17.495 19.826
H 9.096 15.758 19.748
H 10.701 17.513 17.802
H 10.973 15.803 18.267
H 11.917 18.047 19.418
C 11.400 11.840 26.138
C 11.593 10.397 26.629
O 12.167 10.526 27.952
H 12.359 12.350 26.108
H 10.758 12.308 26.888
H 10.796 11.890 25.225
H 12.162 9.735 25.967
H 10.593 9.942 26.744
H 12.269 9.646 28.338
C 12.001 15.237 24.142
C 11.511 15.603 22.781
O 12.576 16.183 22.061
H 12.806 14.504 24.119
H 11.160 14.788 24.682
H 12.337 16.086 24.736
H 10.665 16.305 22.857
H 11.100 14.700 22.290
H 12.253 16.438 21.157
C 8.339 12.291 23.086
C 7.905 13.740 23.244
O 8.495 14.294 24.443
H 8.088 11.696 23.970
H 9.434 12.289 23.119
H 7.881 11.855 22.202
H 6.805 13.867 23.226
H 8.304 14.294 22.365
H 8.420 15.306 24.377
C 3.073 9.798 20.688
O 4.397 10.208 20.755
C 5.230 9.211 20.228
C 6.658 9.717 20.244
N 7.541 8.829 19.571
C 7.665 7.555 20.277
C 8.851 6.778 19.747
O 9.931 7.668 19.688
C 11.100 7.068 19.181
H 2.446 10.508 21.212
H 2.946 8.814 21.167
H 2.774 9.693 19.638
H 4.949 9.041 19.163
H 5.096 8.239 20.717
H 6.911 9.903 21.315
H 6.655 10.719 19.803
H 8.485 9.223 19.641
H 6.760 6.946 20.164
H 7.773 7.663 21.377
H 8.643 6.413 18.732
H 9.026 5.921 20.414
H 10.879 6.525 18.256
H 11.561 6.420 19.941
H 11.845 7.831 18.947
C 5.982 5.349 21.982
C 5.438 5.411 23.406
C 5.132 6.848 23.796
O 6.328 7.580 23.865
C 6.100 8.944 24.200
N 4.209 4.604 23.412
H 5.978 4.329 21.622
H 6.996 5.768 21.946
H 5.409 6.003 21.317
H 6.178 4.998 24.089
H 4.674 6.887 24.807
H 4.400 7.322 23.115
H 5.476 9.033 25.090
H 5.584 9.425 23.349
H 7.071 9.426 24.283
H 3.726 4.594 24.311
H 3.524 4.897 22.727
C 13.691 11.662 21.473
C 12.327 11.076 21.124
C 11.932 11.467 19.717
O 10.617 11.008 19.524
C 10.081 11.329 18.309
N 12.245 9.589 21.272
H 14.403 11.589 20.646
H 14.080 11.180 22.378
H 13.637 12.715 21.758
H 11.585 11.524 21.801
H 12.646 11.093 18.955
H 11.991 12.571 19.566
H 10.712 10.972 17.482
H 9.881 12.398 18.151
H 9.100 10.851 18.223
H 13.022 9.075 20.845
H 11.451 9.329 20.666
C 1.513 16.308 23.128
C 2.344 16.343 24.404
C 3.078 15.015 24.645
O 2.206 13.913 24.554
C 2.908 12.705 24.539
N 3.364 17.447 24.291
H 0.636 15.673 23.236
H 2.066 15.934 22.261
H 1.198 17.340 22.948
H 1.670 16.551 25.240
H 3.453 15.049 25.694
H 3.935 14.934 23.957
H 3.432 12.524 23.582
H 2.240 11.864 24.700
H 3.689 12.669 25.321
H 3.831 17.287 23.393
H 4.022 17.274 25.053
C 6.418 18.866 24.377
C 6.865 17.510 23.820
C 6.866 17.487 22.348
O 5.507 17.515 21.953
C 5.393 17.412 20.545
N 8.171 17.106 24.307
H 5.367 19.043 24.150
H 7.046 19.640 23.943
H 6.482 18.777 25.461
H 6.151 16.748 24.152
H 7.366 16.579 21.987
H 7.355 18.387 21.940
H 4.337 17.343 20.263
H 5.859 16.490 20.160
H 5.797 18.297 20.029
H 8.931 17.698 23.950
H 8.189 17.318 25.320
C 9.371 9.110 23.573
C 10.196 7.878 23.978
C 9.299 6.932 24.729
O 8.943 7.471 25.983
C 7.892 6.748 26.620
N 10.778 7.211 22.780
H 8.574 8.882 22.853
H 10.001 9.860 23.080
H 8.904 9.630 24.421
H 10.971 8.292 24.627
H 9.787 5.949 24.891
H 8.416 6.670 24.106
H 7.841 7.059 27.665
H 7.996 5.653 26.553
H 6.904 6.994 26.175
H 11.520 7.841 22.468
H 10.080 7.227 22.040
C 7.391 10.361 27.262
C 7.011 11.703 26.668
C 5.614 12.082 26.954
O 4.800 11.042 26.431
C 3.486 11.204 26.740
N 7.987 12.775 27.105
H 7.093 9.522 26.620
H 6.981 10.177 28.261
H 8.473 10.196 27.350
H 7.128 11.604 25.571
H 5.402 13.045 26.444
H 5.481 12.211 28.041
H 3.261 11.008 27.800
H 2.890 10.487 26.170
H 3.109 12.207 26.489
H 7.711 13.646 26.641
H 8.845 12.496 26.632
C 10.282 15.820 27.358
C 9.235 16.031 28.477
C 7.860 16.450 27.996
O 7.876 17.655 27.227
C 7.987 18.828 28.023
N 9.109 14.797 29.293
H 11.200 15.432 27.773
H 10.408 16.742 26.764
H 9.864 15.132 26.606
H 9.595 16.822 29.149
H 7.235 16.579 28.891
H 7.453 15.637 27.387
H 6.994 19.084 28.413
H 8.411 19.602 27.400
H 8.611 18.651 28.901
H 10.055 14.631 29.638
H 8.925 13.977 28.686
```

Highest occupied orbital energy (eV): -8.826
ΔE to the lowest compared entry with this formula, charge and spin (eV): 0.000
M (g mol⁻¹): 941.4
SMILES: COC[C@H](C)N.COC[C@H](C)N.COC[C@H](C)N.COC[C@H](C)N.COC[C@H](C)N.COC[C@H](C)N.COC[C@H](C)N.COCCNCCOC.CCO.CCO.CCO.CCO
Orbital gap (eV): 9.2

Atom charges from the Löwdin analysis, given in e for atoms 1 to 6: -0.0908, -0.2591, -0.1002, 0.0769, 0.0687, 0.0699



[3]
Molecular formula: C3H5IS
Method: DFT, ωB97M-V/def2-TZVPD

The geometry in XYZ format:
```
10
Properties=species:S:1:pos:R:3
C -0.531 -0.224 0.947
C 0.397 0.721 0.614
C 1.429 0.524 -0.399
S 1.947 -1.087 -0.936
I 3.054 1.783 -0.236
H -1.319 -0.053 1.654
H -0.514 -1.155 0.510
H 0.236 1.597 1.030
H 0.660 1.731 -1.732
H 0.827 -1.643 -1.218
```

Highest occupied orbital energy (spin up / spin down) (eV): -8.150 / -8.812
ΔE to the lowest compared entry with this formula, charge and spin (eV): 3.801
M (g mol⁻¹): 200.0
Orbital gap (spin up / spin down) (eV): 7.6 / 8.0

Atom charges from the Löwdin analysis, given in e for atoms 1 to 6: 0.0316, -0.3576, -1.2623, 0.6916, 0.8193, 0.0587



[4]
Molecular formula: C7H16O2
Method: DFT, ωB97M-V/def2-TZVPD

The geometry in XYZ format:
```
25
Properties=species:S:1:pos:R:3
C 0.436 -1.418 -0.537
C 1.738 -1.720 -1.233
C 0.047 -2.363 0.584
O -0.564 -1.089 -1.386
H -1.215 -0.520 -0.799
H 0.601 -0.293 0.148
H 0.849 -2.448 1.318
H 2.549 -1.824 -0.515
H 1.647 -2.665 -1.772
H 1.969 -0.940 -1.956
H -0.855 -2.004 1.075
H -0.142 -3.353 0.159
C -2.346 1.547 0.118
C 0.569 1.907 -0.544
C 0.149 1.020 0.594
C 0.473 1.229 1.877
O -1.435 0.502 0.351
H -2.180 2.361 0.834
H -2.265 1.949 -0.899
H -3.355 1.153 0.263
H 1.643 2.090 -0.488
H 0.062 2.870 -0.508
H 0.341 1.414 -1.490
H 0.092 0.603 2.669
H 1.191 1.992 2.138
```

Highest occupied orbital energy (eV): -7.789
ΔE to the lowest compared entry with this formula, charge and spin (eV): 4.470
M (g mol⁻¹): 132.2
SMILES: C=C(C)OC.CC(C)O
Orbital gap (eV): 8.3

Atom charges from the Löwdin analysis, given in e for atoms 1 to 6: -0.5398, -0.0330, -0.0355, -0.0525, 0.0926, 0.1183



[5]
Molecular formula: C24H46BrN2O7
Method: DFT, ωB97M-V/def2-TZVPD

The geometry in XYZ format:
```
80
Properties=species:S:1:pos:R:3
Br 1.290 -3.988 3.821
N 1.915 -3.642 5.522
C 3.225 -3.713 5.947
C 3.189 -3.392 7.271
N 1.888 -3.119 7.596
C 1.117 -3.279 6.517
H 4.044 -3.994 5.314
H 4.031 -3.366 7.939
H 1.547 -2.830 8.501
H 0.050 -3.148 6.485
C -1.683 1.058 2.121
C -0.416 0.248 2.196
O 0.545 0.483 1.498
C -0.395 -0.888 3.193
H -1.575 1.842 1.377
H -2.518 0.409 1.845
H -1.886 1.519 3.089
H -1.178 -1.601 2.958
H -0.548 -0.501 4.202
H 0.573 -1.383 3.145
C 0.502 5.507 1.026
C -0.412 4.481 0.405
O -1.275 3.931 1.058
C -0.209 4.167 -1.053
H 0.244 5.634 2.075
H 1.539 5.178 0.950
H 0.387 6.463 0.511
H 0.795 3.778 -1.215
H -0.353 5.072 -1.646
H -0.928 3.421 -1.365
C 0.162 0.041 -2.071
C 0.561 1.042 -3.131
O 0.157 2.183 -3.093
C 1.480 0.563 -4.227
H -0.495 0.517 -1.345
H -0.362 -0.798 -2.533
H 1.048 -0.327 -1.552
H 1.008 -0.255 -4.775
H 2.420 0.213 -3.797
H 1.684 1.371 -4.910
C 1.980 0.211 -8.714
C 3.061 0.886 -7.907
O 2.907 1.145 -6.735
C 4.342 1.223 -8.629
H 1.115 0.025 -8.080
H 1.680 0.851 -9.545
H 2.344 -0.739 -9.108
H 4.137 1.903 -9.457
H 4.802 0.314 -9.019
H 5.032 1.702 -7.939
C -0.287 7.249 -4.154
C 0.805 7.931 -3.366
O 0.677 8.171 -2.188
C 2.063 8.302 -4.112
H -1.128 7.042 -3.495
H -0.624 7.900 -4.962
H 0.081 6.308 -4.568
H 1.829 8.993 -4.923
H 2.531 7.407 -4.525
H 2.759 8.783 -3.428
C -4.248 -3.399 2.751
C -3.929 -2.787 4.091
O -2.923 -2.127 4.266
C -4.919 -3.023 5.203
H -3.464 -3.154 2.038
H -4.322 -4.485 2.833
H -5.197 -3.008 2.381
H -5.018 -4.093 5.395
H -5.894 -2.620 4.926
H -4.576 -2.528 6.109
C -1.639 -6.344 3.348
C -2.112 -7.093 2.121
O -2.955 -6.621 1.397
C -1.489 -8.440 1.852
H -2.168 -5.396 3.415
H -1.842 -6.929 4.247
H -0.568 -6.147 3.277
H -1.682 -9.115 2.687
H -0.411 -8.335 1.719
H -1.919 -8.862 0.948
```

Highest occupied orbital energy (eV): -10.317
M (g mol⁻¹): 554.5
Orbital gap (eV): 6.1
Total charge: +1

Atom charges from the Löwdin analysis, given in e for atoms 1 to 6: 1.0006, -0.4674, -0.0560, -0.0207, 0.1215, -0.0981



[6]
Molecular formula: C21H48N2O2P2PtS
Method: DFT, ωB97M-V/def2-TZVPD

The geometry in XYZ format:
```
77
Properties=species:S:1:pos:R:3
Pt -0.404 -0.101 0.088
C -0.755 1.729 0.126
O -0.754 2.873 0.230
C 0.263 -1.873 0.018
O 0.915 -2.803 0.109
P -1.442 -0.501 2.119
C -3.154 -0.977 1.666
H -3.639 -1.195 2.631
C -0.779 -1.955 3.045
H -0.666 -2.724 2.262
C -1.620 1.000 3.165
H -2.103 1.729 2.490
C 1.418 2.193 -2.664
P 0.745 0.492 -2.255
H -0.634 -0.035 -4.182
H 0.553 2.856 -2.503
C 1.850 -0.696 -3.204
H 1.996 -0.222 -4.190
C 0.617 -1.697 3.630
H 1.022 -2.669 3.943
H 0.569 -1.050 4.515
H 1.316 -1.261 2.902
C -1.739 -2.506 4.101
H -1.846 -1.811 4.942
H -1.299 -3.443 4.468
H -2.729 -2.734 3.689
C -2.559 0.788 4.356
H -3.510 0.321 4.068
H -2.783 1.783 4.762
H -2.081 0.189 5.142
C -0.283 1.612 3.610
H -0.512 2.592 4.048
H 0.424 1.769 2.786
H 0.206 1.001 4.378
C -3.900 0.183 0.983
H -4.027 1.041 1.655
H -4.892 -0.172 0.674
H -3.386 0.545 0.080
C -3.166 -2.247 0.796
H -2.628 -2.113 -0.154
H -4.208 -2.492 0.552
H -2.715 -3.104 1.309
C 1.875 2.353 -4.126
H 1.127 2.023 -4.858
H 2.813 1.814 -4.321
H 2.075 3.419 -4.314
C 2.527 2.695 -1.730
H 3.456 2.130 -1.874
C -1.772 -0.604 -2.417
H 2.225 2.636 -0.674
H 2.744 3.752 -1.931
C -1.580 1.730 -3.352
H -1.919 -0.211 -1.370
H -2.786 -0.651 -2.821
H -1.350 -1.610 -2.346
C -0.876 0.373 -3.189
H -2.589 1.575 -3.767
H -1.035 2.396 -4.033
H -1.699 2.253 -2.390
C 1.201 -2.066 -3.406
H 0.965 -2.537 -2.446
H 1.917 -2.720 -3.922
H 0.294 -2.019 -4.015
C 3.221 -0.875 -2.539
H 3.101 -1.247 -1.512
H 3.799 0.056 -2.529
H 3.816 -1.620 -3.089
H -5.061 -0.255 -2.584
H -5.368 -0.410 -1.919
N 4.945 0.610 -0.011
C 3.917 0.332 0.805
N 4.125 -0.082 2.051
S 2.317 0.528 0.273
H 5.912 0.633 0.291
H 4.724 0.887 -0.954
H 3.343 -0.233 2.664
H 5.041 -0.028 2.468
```

Highest occupied orbital energy (spin up / spin down) (eV): -18.886 / -22.007
ΔE to the lowest compared entry with this formula, charge and spin (eV): 0.029
M (g mol⁻¹): 649.7
Orbital gap (spin up / spin down) (eV): 5.5 / 4.9
Total charge: +4
2S+1: 5

Atom charges from the Löwdin analysis, given in e for atoms 1 to 6: 0.9356, -0.3783, 0.2039, -0.3652, 0.1967, 1.0036



[7]
Molecular formula: C18H21N10PdS
Method: DFT, ωB97M-V/def2-TZVPD

The geometry in XYZ format:
```
51
Properties=species:S:1:pos:R:3
Pd 1.149 0.673 -0.805
C 4.752 -1.621 3.390
C 4.941 -0.239 2.777
N 4.663 -0.195 1.335
C 3.459 -0.159 0.796
S 3.376 0.040 -0.959
N 2.414 -0.315 1.635
N 1.270 -0.115 1.017
C 0.115 -0.327 1.608
C 0.005 -0.899 2.982
C -1.012 0.144 0.792
C -2.440 -0.140 1.010
C -3.421 0.145 0.146
C -3.273 0.725 -1.257
C -2.086 0.057 -2.044
N -0.640 0.909 -0.164
H 5.023 -1.589 4.446
H 5.386 -2.357 2.893
H 3.714 -1.937 3.306
H 5.971 0.088 2.902
H 4.292 0.485 3.267
H 5.427 -0.072 0.691
H 0.938 -1.381 3.256
H -0.804 -1.629 3.033
H -0.204 -0.116 3.716
H -2.710 -0.631 1.939
H -4.428 -0.139 0.435
H -4.228 0.802 -1.772
H -2.199 0.246 -3.111
N 0.918 3.870 -2.127
C -0.209 3.167 -1.996
N -1.330 3.904 -1.779
C -2.461 3.270 -1.529
N -3.610 3.958 -1.532
N -2.460 1.954 -1.289
C -1.240 1.203 -1.451
N -0.150 1.832 -2.145
C -1.688 -1.372 -1.809
C -2.625 -2.395 -1.737
C -2.177 -3.692 -1.558
C -0.814 -3.921 -1.447
C 0.045 -2.837 -1.533
N -0.382 -1.588 -1.713
H 0.855 4.868 -2.225
H 1.762 3.395 -2.394
H -3.549 4.949 -1.688
H -4.470 3.558 -1.207
H -3.684 -2.179 -1.828
H -2.881 -4.513 -1.511
H -0.421 -4.920 -1.302
H 1.119 -2.960 -1.458
```

Highest occupied orbital energy (eV): -10.777
M (g mol⁻¹): 515.9
Orbital gap (eV): 6.5
Total charge: +1

Atom charges from the Löwdin analysis, given in e for atoms 1 to 6: 0.7935, -0.0817, -0.2177, 0.0001, -0.7561, 0.5501



[8]
Molecular formula: C4H6N2O
Method: DFT, ωB97M-V/def2-TZVPD

The geometry in XYZ format:
```
13
Properties=species:S:1:pos:R:3
N 0.873 0.151 1.896
C 0.234 -0.037 0.659
C 0.310 0.720 -0.482
O 1.003 1.864 -0.777
N -0.518 0.152 -1.452
C -1.158 -0.933 -0.887
C -0.760 -1.051 0.412
H 1.773 0.605 1.798
H 0.991 -0.746 2.359
H 0.325 2.547 -0.941
H -0.126 0.070 -2.381
H -1.891 -1.481 -1.462
H -1.200 -1.682 1.179
```

Highest occupied orbital energy (eV): -7.466
ΔE to the lowest compared entry with this formula, charge and spin (eV): 1.245
M (g mol⁻¹): 98.1
SMILES: Nc1cc[nH]c1O
Orbital gap (eV): 8.3

Atom charges from the Löwdin analysis, given in e for atoms 1 to 6: 0.0813, -0.2858, -0.3400, 0.0453, 0.0488, -0.1446



Question: What is the M in the seventh record?
Answer: 515.9 g mol⁻¹



Please write out number 4 again, unchanged.
Molecular formula: C7H16O2
Method: DFT, ωB97M-V/def2-TZVPD

The geometry in XYZ format:
```
25
Properties=species:S:1:pos:R:3
C 0.436 -1.418 -0.537
C 1.738 -1.720 -1.233
C 0.047 -2.363 0.584
O -0.564 -1.089 -1.386
H -1.215 -0.520 -0.799
H 0.601 -0.293 0.148
H 0.849 -2.448 1.318
H 2.549 -1.824 -0.515
H 1.647 -2.665 -1.772
H 1.969 -0.940 -1.956
H -0.855 -2.004 1.075
H -0.142 -3.353 0.159
C -2.346 1.547 0.118
C 0.569 1.907 -0.544
C 0.149 1.020 0.594
C 0.473 1.229 1.877
O -1.435 0.502 0.351
H -2.180 2.361 0.834
H -2.265 1.949 -0.899
H -3.355 1.153 0.263
H 1.643 2.090 -0.488
H 0.062 2.870 -0.508
H 0.341 1.414 -1.490
H 0.092 0.603 2.669
H 1.191 1.992 2.138
```

Highest occupied orbital energy (eV): -7.789
ΔE to the lowest compared entry with this formula, charge and spin (eV): 4.470
M (g mol⁻¹): 132.2
SMILES: C=C(C)OC.CC(C)O
Orbital gap (eV): 8.3

Atom charges from the Löwdin analysis, given in e for atoms 1 to 6: -0.5398, -0.0330, -0.0355, -0.0525, 0.0926, 0.1183